Record 1
DFT (ωB97M-V with the def2-TZVPD basis set) results for a molecular structure, C4H10N2O in a non-equilibrium geometry.

```
17
Properties=species:S:1:pos:R:3:forces:R:3:lowdin_charge:R:1
C -0.819351 0.751877 0.655214 0.1235 -0.0357 -0.3950 -0.14
C -0.797736 -1.598152 -0.255126 0.1694 0.1844 0.4933 -0.06
C 0.785166 0.268510 -1.050419 0.0862 0.1972 0.1121 -0.54
C -0.312014 -0.177434 -0.178136 -0.2317 -0.0359 0.2505 -0.23
N 1.252178 -0.650182 -1.949796 0.0914 -0.1322 -0.2076 0.16
N -1.876448 0.618879 1.505374 -0.0589 -0.2194 0.1118 0.08
O 1.300925 1.372639 -0.972658 0.1512 0.2168 -0.0176 -0.01
H 2.448925 2.063014 1.299622 0.3652 0.3167 1.0507 0.01
H 1.931467 -0.311594 -2.611423 -0.0568 0.0320 0.0292 0.11
H 0.684805 -1.427029 -2.233437 -0.0012 -0.0548 0.0203 0.08
H -2.184625 -0.312844 1.732410 -0.0587 0.1159 0.0637 0.08
H -1.966328 1.296092 2.242649 -0.0112 -0.0708 -0.0281 0.09
H -0.395578 1.744255 0.607358 0.1172 0.0794 0.0108 0.12
H 2.703196 2.272314 2.007550 -0.3870 -0.3249 -1.0732 0.02
H -1.416918 -1.849291 0.613321 0.0682 -0.0758 -0.2147 0.07
H -1.383725 -1.769673 -1.148567 -0.2973 -0.1456 -0.2612 0.08
H 0.046061 -2.291381 -0.263936 -0.0694 -0.0472 0.0550 0.08
```
Positions in Å, forces in eV/Å.

calculated total energy = -343.1454 a.u.
spin multiplicity = 1
HOMO level = -8.285 eV
energy relative to the best compared isomer or geometry (same formula, charge and spin) = 147.3 kJ/mol
Kohn-Sham gap = 9.1 eV
lowest unoccupied orbital energy = 0.806 eV

---

Record 2
DFT (ωB97M-V with the def2-TZVPD basis set) results for C4H10N2O in the gas phase in a non-equilibrium geometry.

```
17
Properties=species:S:1:pos:R:3:forces:R:3:lowdin_charge:R:1
C -2.482451 0.924196 0.321394 0.0200 -0.3496 -0.0814 -0.03
C -1.249128 0.173463 -0.077354 0.9123 1.1345 0.0225 -0.42
O -1.424308 -0.645379 -1.127783 1.9271 -1.1055 -1.0261 -0.01
C -0.027866 0.425206 0.438614 -0.5210 -0.1426 -0.2734 -0.05
C 1.184181 -0.283060 -0.039445 -1.0795 -0.8226 -2.3268 -0.55
N 2.338442 0.538084 0.004558 0.1688 0.1364 0.0434 0.06
N 1.407751 -1.504389 0.665522 0.2140 -0.3227 0.3963 0.05
H -2.273837 1.619737 1.130878 0.0252 -0.0676 0.0246 0.08
H -2.873197 1.475271 -0.534822 0.0154 -0.0166 -0.0302 0.09
H -3.251457 0.216802 0.633529 -0.0780 0.0551 0.0586 0.08
H -0.441023 -0.876706 -1.494812 -2.8516 0.6566 1.0845 0.12
H 0.124729 1.210538 1.157760 -0.1259 -0.0074 0.3149 0.11
H 0.848593 -0.629800 -1.279748 1.3475 0.8658 1.9784 0.15
H 3.187686 0.064987 -0.272349 -0.0631 0.0922 -0.0889 0.08
H 2.215707 1.408030 -0.493599 0.0741 -0.0973 -0.0696 0.09
H 0.562934 -2.059261 0.705531 0.0567 0.0278 0.0249 0.08
H 2.153243 -2.057718 0.262125 -0.0421 -0.0364 -0.0519 0.08
```
Positions in Å, forces in eV/Å.

calculated total energy = -343.1113 a.u.
structure (SMILES) = C/C(O)=C/C(N)N
spin multiplicity = 1
HOMO level = -8.546 eV
energy relative to the best compared isomer or geometry (same formula, charge and spin) = 236.7 kJ/mol
Kohn-Sham gap = 9.3 eV
lowest unoccupied orbital energy = 0.762 eV

---

Record 3
DFT (ωB97M-V with the def2-TZVPD basis set) results for a molecular structure, C4H10N2O in a non-equilibrium geometry.

```
17
Properties=species:S:1:pos:R:3:forces:R:3:lowdin_charge:R:1
C -1.353784 -0.109867 1.255583 -0.0702 2.5735 0.8212 -0.14
C -0.995883 -0.677942 -0.156917 -0.3000 -0.7142 0.5905 -0.36
C -1.739976 0.391650 -1.084314 2.3343 2.0094 3.8619 -0.07
C 1.246387 0.628878 0.172815 0.8422 0.3609 -0.9475 -0.30
H -0.845514 1.013210 1.086496 -1.7413 -2.8154 1.3883 0.11
H -0.829234 -0.671667 1.989753 1.0734 -0.2476 0.6801 0.04
H -2.400497 -0.003027 1.846022 1.7792 -0.2745 -2.5185 0.12
H -1.087797 -1.871883 -0.264371 -0.2026 2.8892 -0.0455 0.17
H -1.867081 0.176250 -2.118854 -0.5669 -0.3038 -0.5959 0.01
H -0.664207 1.279799 -1.012948 -4.2613 -1.9215 -0.4270 0.15
H -2.755325 0.711429 -0.321413 3.0747 -0.5852 -3.2301 0.15
H 1.953946 -1.521890 -1.080049 -2.6884 -1.0225 4.6379 0.25
H 2.179458 0.110622 0.439929 0.4723 1.3593 0.4622 0.13
H 1.857309 2.352622 0.252886 0.6519 0.7928 0.3451 0.02
N 0.523076 -0.460364 -0.196175 -1.6216 -0.8399 -0.3261 -0.21
N 1.011674 1.896793 -0.004580 -0.5103 -2.3001 0.3035 0.06
O 1.346903 -1.628348 -0.066896 1.7346 1.0396 -5.0001 -0.11
```
Positions in Å, forces in eV/Å.

calculated total energy = -342.9156 a.u.
spin multiplicity = 1
HOMO level = -8.872 eV
energy relative to the best compared isomer or geometry (same formula, charge and spin) = 750.6 kJ/mol
Kohn-Sham gap = 9.3 eV
lowest unoccupied orbital energy = 0.396 eV

---

Record 4
DFT (ωB97M-V with the def2-TZVPD basis set) results for 3 unconnected molecules or ions with the total composition C4H10N2O in a non-equilibrium geometry.

```
17
Properties=species:S:1:pos:R:3:forces:R:3:lowdin_charge:R:1
C 0.222565 0.043787 0.336161 -0.9957 0.6569 -1.1113 -0.64
C -0.000505 -0.974848 1.426347 0.5815 -0.3462 -0.5336 -0.02
C -2.071804 1.047822 0.360604 -1.1449 0.5412 0.0308 0.04
N 1.009014 1.110506 0.669423 -0.0276 -0.4448 -0.1990 0.16
C 1.323538 -0.932928 -2.459028 -0.5076 0.3330 -0.2016 -0.17
O -0.567217 0.145334 -0.667162 0.8400 0.1254 1.8219 -0.11
N 1.335334 -1.043371 -1.222647 1.1893 -0.9189 0.1266 0.08
H 1.698314 0.995768 1.394878 -0.0170 -0.0094 -0.0779 0.10
H 1.251253 1.728906 -0.090584 -0.0058 -0.0575 0.0883 0.11
H 0.808049 -1.704151 1.344922 0.0021 -0.0505 0.0994 0.08
H 0.021867 -0.539447 2.424854 -0.0300 0.1289 -0.0919 0.08
H -0.932815 -1.506479 1.259721 -0.0470 0.1317 -0.0475 0.09
H -1.821248 1.324889 1.377972 0.2336 -0.1208 -0.0420 0.02
H -2.135010 1.876891 -0.329322 -0.1625 -0.0999 -0.0184 0.02
H -2.766668 0.225435 0.255145 -0.0063 0.1645 -0.0995 0.02
H 1.982942 -1.551237 -3.088997 -0.0005 0.0914 0.1582 0.06
H 0.642391 -0.246876 -2.992288 0.0985 -0.1250 0.0975 0.07
```
Positions in Å, forces in eV/Å.

calculated total energy = -342.9739 a.u.
spin multiplicity = 1
HOMO level (alpha / beta) = -6.198 / -8.395 eV
energy relative to the best compared isomer or geometry (same formula, charge and spin) = 597.5 kJ/mol
Kohn-Sham gap (alpha / beta) = 6.5 / 9.4 eV
lowest unoccupied orbital energy (alpha / beta) = 0.317 / 1.006 eV

---

Record 5
DFT (ωB97M-V with the def2-TZVPD basis set) results for C4H10N2O in the gas phase in a non-equilibrium geometry.

```
17
Properties=species:S:1:pos:R:3:forces:R:3:lowdin_charge:R:1
C -2.302030 -0.157823 -0.252750 -0.8026 1.0034 -2.2833 -0.13
C -1.258833 -1.024988 0.385830 0.1726 -0.2934 -0.3283 -0.26
C 0.081065 -0.341745 0.574844 1.4314 1.1301 1.3803 -0.22
N 0.670053 0.359204 -0.565193 -2.4335 0.4098 -1.6494 0.03
C 1.980749 0.619538 -0.821753 1.3097 0.1121 0.6586 -0.62
N 2.631780 1.124214 0.320677 -0.6229 -0.0488 0.3105 0.14
O 2.535271 0.524229 -1.896394 -0.4472 -0.0793 0.1094 0.06
H -2.728140 0.586138 0.419697 0.0972 -0.0528 0.1676 0.07
H -1.974705 0.426262 -1.167931 0.0540 -0.5743 1.0216 0.08
H -3.140441 -0.728669 -0.686267 0.2186 -0.0501 0.5456 0.08
H -1.023458 -1.923441 -0.203883 -0.6483 0.0609 0.1608 0.11
H -1.712278 -1.284657 1.367546 0.8938 -0.3017 -0.4725 0.12
H -0.055562 0.396756 1.434641 0.5766 -1.0353 -0.6665 0.13
H 0.876879 -1.094978 0.706618 -0.6612 0.0851 1.3092 0.13
H 0.055692 0.484483 -1.361076 0.3326 -0.2665 -0.0326 0.12
H 1.947738 1.390173 1.014340 0.2656 -0.1024 0.2282 0.07
H 3.416228 0.645306 0.731052 0.2637 0.0032 -0.4591 0.09
```
Positions in Å, forces in eV/Å.

calculated total energy = -343.1595 a.u.
structure (SMILES) = CCCNC(N)=O
spin multiplicity = 1
HOMO level = -9.407 eV
energy relative to the best compared isomer or geometry (same formula, charge and spin) = 110.1 kJ/mol
Kohn-Sham gap = 10.2 eV
lowest unoccupied orbital energy = 0.759 eV

---

Record 6
DFT (ωB97M-V with the def2-TZVPD basis set) results for C4H10N2O in the gas phase in a non-equilibrium geometry.

```
17
Properties=species:S:1:pos:R:3:forces:R:3:lowdin_charge:R:1
C -0.640117 -1.429360 -1.066867 0.3460 -0.2301 0.0352 0.00
C -1.042564 -0.829690 0.259502 0.2545 0.1271 -0.2380 -0.55
O -1.569336 -1.486331 1.132232 -0.2656 -0.1534 0.2265 0.04
N -0.799216 0.502865 0.418955 -0.2409 -0.1495 -0.2042 0.04
C -0.106941 1.381097 -0.504421 -0.0735 -0.4583 0.2914 -0.19
C 1.418406 1.139405 -0.632572 -0.1081 0.3976 -0.5541 -0.29
N 2.089999 0.675730 0.521215 0.7190 0.0487 0.8846 0.01
H -0.895363 -2.483087 -1.089048 -0.0159 -0.0486 0.1799 0.08
H 0.430442 -1.322612 -1.256024 -0.0840 -0.0007 0.0750 0.07
H -1.160057 -0.948221 -1.881692 -0.1902 0.2917 -0.2758 0.08
H -1.264410 0.896109 1.221218 0.2488 0.0153 0.0759 0.14
H -0.293752 2.382876 -0.134418 0.0812 0.2173 -0.0136 0.11
H -0.537700 1.317035 -1.501125 -0.1530 0.0902 -0.1861 0.11
H 1.816160 2.100803 -0.984532 0.1353 0.0368 0.1479 0.10
H 1.637619 0.479854 -1.473452 -0.1361 -0.2431 0.1802 0.10
H 2.451619 -0.246736 0.659127 -0.2937 -0.1700 -0.4847 0.07
H 2.105939 1.204392 1.372902 -0.2239 0.2290 -0.1401 0.07
```
Positions in Å, forces in eV/Å.

calculated total energy = -343.1627 a.u.
structure (SMILES) = CC(=O)NCCN
spin multiplicity = 1
HOMO level = -8.975 eV
energy relative to the best compared isomer or geometry (same formula, charge and spin) = 101.7 kJ/mol
Kohn-Sham gap = 9.8 eV
lowest unoccupied orbital energy = 0.871 eV

---

Record 7
DFT (ωB97M-V with the def2-TZVPD basis set) results for a molecular structure, C4H10N2O in a non-equilibrium geometry.

```
17
Properties=species:S:1:pos:R:3:forces:R:3:lowdin_charge:R:1
C 1.615635 -0.508129 -0.469180 -0.7678 0.8383 0.5755 -0.30
C 2.733679 -0.304031 0.453884 1.3357 -1.2813 1.3387 -0.11
C -2.100161 1.098845 0.338007 0.4229 2.4531 -1.3265 -0.08
C -1.995212 -0.285686 -0.323051 0.1783 1.4474 -0.3079 -0.58
N 0.461521 -0.427863 0.027449 -2.7188 -0.7971 -3.0067 0.12
N -0.866576 -0.495707 -1.199001 3.0844 1.5592 2.7176 0.07
O -2.051661 -1.133631 0.778456 0.3126 -0.8829 0.0150 -0.05
H 1.939487 -0.549207 -1.486020 -0.5787 -0.2944 -1.0663 0.11
H 2.377793 -0.503025 1.549037 1.0546 0.8694 -1.9836 0.12
H 3.537911 -1.031476 0.148661 -0.6777 0.3432 0.6817 0.08
H 3.219578 0.654455 0.187030 -0.4548 -0.0934 0.8112 0.08
H -2.221539 2.013115 -0.411067 0.0111 -2.0185 1.3462 0.11
H -1.155490 1.394304 0.928621 -1.5511 -0.8338 -0.6117 0.09
H -3.015455 0.980877 0.966611 0.9166 0.6610 -0.2659 0.08
H -2.814217 -0.416070 -1.006870 -0.9379 -0.3336 0.0248 0.13
H -0.909267 -1.428973 -1.568113 0.3566 -0.7772 0.2904 0.07
H -1.256949 -0.774237 1.202316 0.0141 -0.8594 0.7674 0.06
```
Positions in Å, forces in eV/Å.

calculated total energy = -343.0422 a.u.
spin multiplicity = 1
HOMO level = -9.470 eV
energy relative to the best compared isomer or geometry (same formula, charge and spin) = 418.2 kJ/mol
Kohn-Sham gap = 10.4 eV
lowest unoccupied orbital energy = 0.881 eV

---

Record 8
DFT (ωB97M-V with the def2-TZVPD basis set) results for C4H10N2O in the gas phase in a non-equilibrium geometry.

```
17
Properties=species:S:1:pos:R:3:forces:R:3:lowdin_charge:R:1
C 0.641994 -1.597764 -0.026332 0.7608 -0.2634 0.6127 -0.05
N 0.842900 -0.201059 0.268825 0.0104 0.6368 -0.1587 -0.15
C 2.024448 0.386438 -0.064276 0.0956 -0.2387 0.0121 -0.33
O 2.987467 -0.192997 -0.523665 -0.0659 0.0433 -0.0863 0.01
C -0.213427 0.568629 0.932405 0.8193 -0.1938 -0.1113 -0.17
C -1.522263 0.501521 0.169450 0.0861 -0.5985 0.8301 -0.29
N -1.372073 1.094213 -1.143247 -0.3410 0.0631 -0.1079 0.01
H -0.070043 -1.751435 -0.809110 -0.6554 -0.0862 -0.4782 0.08
H 1.590886 -2.002939 -0.360409 0.1271 0.0378 -0.0936 0.09
H 0.359546 -2.172659 0.858719 -0.2151 0.1564 0.0478 0.10
H 2.043661 1.469590 0.126341 -0.1149 0.0351 0.0969 0.13
H 0.128856 1.602747 1.000987 -0.0306 0.0091 -0.1294 0.11
H -0.258867 0.195499 1.958287 -0.5690 -0.0450 0.0335 0.12
H -2.280870 1.004627 0.768892 -0.0168 0.3845 -0.2227 0.11
H -1.851011 -0.547033 0.177401 -0.0041 -0.0576 -0.2465 0.10
H -0.776672 0.525588 -1.733931 0.1198 -0.0061 0.0921 0.07
H -2.274525 1.117042 -1.600344 -0.0061 0.1231 -0.0906 0.07
```
Positions in Å, forces in eV/Å.

calculated total energy = -343.1603 a.u.
structure (SMILES) = CN(C=O)CCN
spin multiplicity = 1
HOMO level = -9.341 eV
energy relative to the best compared isomer or geometry (same formula, charge and spin) = 108.1 kJ/mol
Kohn-Sham gap = 10.2 eV
lowest unoccupied orbital energy = 0.835 eV